{
  "formula": "C25H25N6O7RuSSi",
  "method": "ωB97M-V with the def2-TZVPD basis set",
  "s_squared": 1.045,
  "max_force_ev_per_a": 1.85,
  "spin_multiplicity": 2,
  "energy_ha": -2605.3138,
  "charge": 0,
  "orbital_gap_ev": [7.49, 6.06],
  "homo_ev": [-7.937, -7.851],
  "symbols": ["Ru", "C", "N", "C", "C", "N", "C", "S", "C", "C", "C", "C", "C", "N", "H", "H", "H", "H", "H", "H", "H", "H", "H", "O", "C", "O", "C", "C", "C", "C", "C", "C", "O", "N", "O", "O", "N", "O", "O", "H", "H", "C", "Si", "C", "C", "N", "C", "C", "C", "C", "C", "C", "H", "H", "H", "H", "H", "H", "H", "H", "H", "H", "H", "H", "H", "H"],
  "xyz": [[0.16932, -0.20222, -0.54619], [-2.59420, -2.60429, -4.58883], [-1.14854, -2.52491, -4.39237], [-0.18549, -3.13241, -5.19052], [1.00550, -2.82339, -4.67138], [0.76889, -2.02022, -3.54955], [-0.56737, -1.84455, -3.38251], [-1.44890, -1.01504, -2.19323], [1.84408, -1.48492, -2.76257], [2.98336, -2.24088, -2.60498], [4.07853, -1.64229, -2.00312], [4.00509, -0.31551, -1.64038], [2.79197, 0.32560, -1.77763], [1.69478, -0.25556, -2.30068], [-2.78123, -3.06822, -5.55237], [-3.02342, -1.60613, -4.56949], [-3.05233, -3.19311, -3.79601], [-0.44206, -3.71917, -6.05732], [2.00128, -3.05441, -5.00643], [3.00502, -3.27594, -2.91835], [4.97479, -2.21556, -1.80552], [4.84260, 0.19066, -1.18252], [2.65068, 1.33870, -1.43435], [3.73209, -1.42394, 1.14320], [2.64803, -0.85020, 1.13787], [1.60509, -1.29617, 0.49737], [2.45220, 0.38897, 1.96027], [3.12332, 0.47791, 3.15568], [2.90130, 1.55613, 4.00059], [1.99048, 2.53040, 3.68222], [1.33996, 2.46583, 2.46564], [1.58952, 1.42858, 1.52325], [1.07962, 1.42852, 0.32860], [0.31036, 3.50449, 2.24631], [-0.17379, 4.02554, 3.24304], [-0.06686, 3.74932, 1.11674], [3.63882, 1.65609, 5.26931], [4.39164, 0.74503, 5.56069], [3.46338, 2.64541, 5.95878], [3.81755, -0.30191, 3.43647], [1.78236, 3.33822, 4.36538], [-3.69416, -0.85145, 2.34947], [-1.94028, -0.78351, 1.74370], [-1.56015, -2.45345, 1.02451], [-0.78766, -0.45937, 3.13595], [-1.56684, 0.39173, 0.44732], [-2.22246, 1.48140, -0.01672], [-1.62151, 2.38196, -0.93786], [-2.31585, 3.47030, -1.41349], [-3.62329, 3.71315, -0.99038], [-4.22849, 2.85824, -0.06737], [-3.54708, 1.76896, 0.41838], [-3.76956, -1.67348, 3.07045], [-4.40020, -1.05075, 1.53506], [-4.00251, 0.06633, 2.86324], [-1.56258, -3.19978, 1.82987], [-0.57337, -2.49388, 0.57180], [-2.29592, -2.75055, 0.27067], [-0.99662, -1.16536, 3.94811], [-0.87633, 0.55787, 3.53628], [0.23945, -0.61619, 2.80425], [-0.59566, 2.23639, -1.22246], [-1.83325, 4.14991, -2.10435], [-4.16411, 4.57266, -1.36591], [-5.23778, 3.05382, 0.27317], [-4.02122, 1.11062, 1.13122]],
  "forces_ev_per_a": [[-0.7545, 1.6842, 0.0420], [0.2177, -0.0127, 0.0547], [-0.2845, -0.1122, -0.2706], [-0.4886, 0.0290, 0.0225], [0.1889, 0.2578, 0.3289], [0.3484, -0.1680, 0.1823], [0.1348, -0.0343, -0.3153], [0.3482, -0.2435, 0.3690], [-0.3337, -0.1670, -0.2352], [0.2464, -0.2180, -0.0546], [0.0426, -0.3102, -0.0440], [0.0024, 0.2199, 0.0276], [-0.1748, 0.0585, -0.0965], [0.6240, 0.0539, 0.1453], [-0.0018, -0.0169, -0.0161], [0.0181, 0.0422, -0.0259], [0.0317, -0.0189, 0.0121], [-0.0162, 0.0785, 0.0961], [-0.0709, 0.0245, 0.0601], [0.0229, 0.0354, 0.0449], [-0.0341, 0.0035, -0.0430], [-0.0405, 0.0059, -0.0150], [-0.0482, 0.0534, 0.1166], [-0.3992, 0.1166, 0.0587], [0.0435, -0.2161, -0.1053], [-0.3388, 0.0038, -0.3384], [0.0880, 0.0822, 0.0363], [0.1356, -0.0991, 0.1349], [0.2269, -0.0763, 0.2503], [-0.1009, 0.1691, -0.0271], [-0.1223, 0.3322, -0.0666], [-0.3419, 0.0497, -0.4451], [-0.0342, -0.1001, 0.2397], [-0.3698, -0.3310, 0.0201], [0.2911, -0.0750, -0.1390], [0.3583, 0.0142, 0.0697], [-0.0065, -0.0115, -0.0117], [-0.0868, 0.0424, -0.0904], [-0.0570, -0.1013, -0.1513], [0.0015, 0.0056, -0.0286], [-0.0163, 0.0204, 0.0201], [-0.4101, 0.2217, 0.1240], [0.1693, -0.3317, -0.4986], [-0.1367, -0.4014, 0.0565], [0.1766, 0.3018, 0.4206], [0.9093, -0.8218, -0.0703], [-0.2551, 0.1939, 0.2870], [-0.2099, -0.1981, 0.1339], [-0.2373, 0.0151, 0.0516], [0.0767, -0.0129, -0.0208], [0.0265, 0.1441, -0.0992], [0.1539, -0.0690, -0.0649], [0.0241, 0.0594, -0.0880], [0.0580, 0.0029, 0.1344], [-0.0070, -0.1930, 0.0050], [-0.1294, 0.0791, -0.0656], [0.1250, -0.0086, -0.0205], [0.0460, -0.0060, 0.0788], [0.0207, 0.0801, -0.0649], [0.0443, -0.1370, -0.0206], [-0.0225, -0.0016, 0.0639], [0.2672, -0.0768, -0.0483], [-0.0211, -0.0115, 0.0253], [0.0209, -0.0154, 0.0113], [0.0267, 0.0093, -0.0184], [0.0345, 0.1069, -0.1244]]
}